1.
The following is a quantum chemistry calculation of a structure of composition C9H4ClNO4Y in a non-equilibrium geometry, from OMol25.

Geometry as XYZ:
```
20
Properties=species:S:1:pos:R:3:forces:R:3
O 0.542 -3.045 -2.261 0.32 5.34 1.02
C 0.642 -1.918 -2.025 -0.32 -5.96 -1.27
Y 1.176 0.392 -1.218 -2.37 0.24 2.08
O -2.539 0.201 -3.772 2.76 0.19 1.75
C -1.579 0.267 -3.163 -2.28 -0.14 -1.43
C 2.733 0.283 -3.014 5.43 -0.46 -4.88
O 3.595 0.242 -3.775 -3.87 0.21 3.25
C 0.556 2.711 -1.945 -0.58 6.15 -1.07
O 0.426 3.840 -2.149 0.48 -5.39 0.87
Cl -0.815 2.310 3.563 0.06 -0.87 -0.71
C -0.622 0.858 2.622 0.24 1.24 0.51
C -0.790 -0.395 3.264 -0.13 -0.33 -1.08
C -0.651 -1.559 2.486 0.39 -0.35 -0.51
C -0.269 -1.484 1.137 -0.12 1.53 -0.01
N -0.062 -0.234 0.584 0.46 -0.07 -0.75
C -0.242 0.961 1.266 -0.27 -2.21 1.15
H -1.074 -0.459 4.328 0.23 0.16 -0.62
H -0.773 -2.569 2.885 -0.13 0.44 0.21
H -0.136 -2.346 0.429 -0.20 0.83 1.23
H -0.118 1.941 0.760 -0.09 -0.54 0.27
```
Positions in Å, forces in eV/Å.

Results
Spin multiplicity: 1
Strongest force on any atom, eV/Å: 7.31
Charge: +3
Orbital gap, eV: 5.7
LUMO energy, Eh: -0.51992
Calculated total energy, eV: -32610.6238

2.
The following is a quantum chemistry calculation of a structure of composition C55H46KN5O2S2, from OMol25.

Geometry as XYZ:
```
111
Properties=species:S:1:pos:R:3:forces:R:3
K -1.450 -0.157 -1.863 -0.01 0.19 -0.02
C 1.426 -1.079 -4.643 0.02 -0.04 -0.01
N 0.968 0.251 -4.316 0.02 0.04 -0.01
C -0.326 0.639 -4.867 -0.04 0.03 -0.02
C -0.669 2.019 -4.406 0.04 -0.07 0.04
N -0.977 2.313 -3.175 0.02 0.05 -0.05
C -1.213 3.681 -3.175 0.01 0.01 -0.01
C -1.604 4.528 -2.139 -0.01 -0.03 -0.02
C -1.778 5.867 -2.427 -0.01 0.00 0.01
C -1.574 6.369 -3.721 0.00 0.01 -0.02
C -1.199 5.544 -4.763 0.00 -0.02 -0.01
C -1.025 4.198 -4.464 -0.01 0.02 0.02
N -0.678 3.105 -5.233 0.00 -0.05 -0.01
C 0.637 -2.230 -4.071 -0.01 0.02 0.04
N -0.548 -2.140 -3.541 0.00 -0.02 0.08
C -0.852 -3.424 -3.094 0.02 0.00 -0.01
C -1.965 -3.876 -2.391 0.03 0.00 -0.02
C -1.973 -5.201 -1.994 -0.01 0.00 0.00
C -0.907 -6.060 -2.299 0.00 -0.01 0.01
C 0.198 -5.623 -3.008 0.01 0.00 -0.01
C 0.203 -4.290 -3.394 -0.02 -0.01 0.03
N 1.130 -3.504 -4.053 0.01 0.02 -0.04
H 2.460 -1.177 -4.299 0.00 0.01 0.00
H 1.456 -1.181 -5.733 -0.02 0.00 0.00
H 1.026 0.452 -3.322 0.00 -0.01 0.00
H -1.143 -0.035 -4.582 0.00 0.02 -0.06
H -0.275 0.625 -5.960 0.08 -0.04 0.01
H -1.774 4.133 -1.147 0.00 0.00 0.01
H -2.085 6.546 -1.643 0.00 0.00 0.00
H -1.722 7.424 -3.909 0.00 0.00 0.01
H -1.052 5.931 -5.763 0.00 0.00 0.00
H -0.453 3.090 -6.211 0.00 0.04 0.00
H -2.779 -3.200 -2.161 -0.01 -0.01 0.01
H -2.817 -5.586 -1.437 0.00 0.00 0.00
H -0.950 -7.090 -1.970 0.00 0.00 0.00
H 1.020 -6.291 -3.230 0.01 0.01 0.00
H 2.074 -3.762 -4.275 0.00 -0.01 0.01
C -4.174 -0.658 -2.609 -0.07 -0.07 -0.03
C -4.057 0.742 -2.680 -0.07 0.02 -0.03
C -3.969 1.243 -1.367 -0.03 0.01 0.03
C -4.033 0.147 -0.481 -0.05 0.00 0.06
C -4.159 -1.027 -1.249 -0.07 -0.05 0.00
H -4.266 -1.333 -3.450 -0.02 0.01 0.00
H -4.044 1.335 -3.586 -0.01 0.00 0.00
H -3.909 2.289 -1.092 0.00 0.00 0.00
H -4.054 0.198 0.599 0.01 0.00 0.01
H -4.275 -2.029 -0.854 -0.02 0.00 -0.01
C 4.839 5.070 2.646 0.03 0.01 0.02
C 3.745 4.327 1.931 0.03 -0.04 -0.03
C 4.049 3.260 1.092 0.02 0.01 -0.01
C 3.052 2.564 0.426 -0.06 0.00 0.03
C 1.733 2.935 0.621 0.04 -0.11 -0.10
C 1.401 4.004 1.437 -0.04 0.03 0.00
C 2.411 4.693 2.088 -0.05 -0.01 0.04
S 0.454 2.035 -0.263 0.33 0.03 0.11
O 1.175 1.008 -1.080 -0.20 0.00 0.01
C -0.336 1.256 1.164 -0.02 -0.02 0.05
C -1.635 1.759 1.399 -0.02 -0.04 0.06
C -2.359 1.316 2.468 -0.03 0.05 -0.05
C -1.844 0.315 3.317 0.02 -0.06 0.00
C -2.612 -0.213 4.387 0.02 0.00 0.00
C -2.115 -1.213 5.169 -0.02 0.00 0.02
C -0.821 -1.731 4.929 0.00 -0.01 0.00
C -0.056 -1.238 3.915 -0.03 -0.01 -0.02
C -0.549 -0.205 3.074 -0.05 -0.07 -0.04
C 0.216 0.292 1.981 0.03 0.11 -0.16
C 1.611 -0.208 1.809 0.01 -0.03 0.03
C 2.633 0.327 2.652 0.00 -0.06 -0.01
C 2.364 1.336 3.612 0.01 0.03 0.00
C 3.365 1.841 4.390 -0.02 0.02 -0.01
C 4.688 1.367 4.255 0.02 0.00 0.01
C 4.975 0.394 3.344 0.00 0.01 0.00
C 3.958 -0.153 2.524 -0.03 0.02 0.02
C 4.238 -1.166 1.577 0.03 -0.03 0.00
C 3.250 -1.683 0.794 -0.01 -0.01 0.00
C 1.931 -1.204 0.925 0.00 0.01 0.08
S 0.737 -1.896 -0.241 -0.06 0.01 -0.08
O 1.544 -2.826 -1.078 0.04 -0.02 -0.05
C -0.287 -2.891 0.832 0.08 -0.02 0.00
C 0.204 -4.065 1.379 0.03 0.03 0.05
C -0.637 -4.857 2.144 0.01 -0.01 -0.02
C -1.968 -4.497 2.349 0.01 0.01 -0.01
C -2.886 -5.359 3.171 0.00 -0.02 0.03
C -2.445 -3.329 1.761 -0.02 0.02 0.02
C -1.615 -2.525 0.998 0.01 0.00 0.08
H 5.665 4.401 2.890 0.00 0.00 0.00
H 4.476 5.517 3.572 -0.01 0.00 0.00
H 5.238 5.874 2.024 -0.01 0.00 -0.01
H 5.082 2.957 0.966 0.00 0.00 0.01
H 3.272 1.724 -0.221 0.02 0.00 -0.01
H 0.364 4.290 1.575 0.00 0.01 0.00
H 2.156 5.522 2.738 0.01 0.00 0.00
H -2.061 2.472 0.706 0.00 0.01 0.00
H -3.358 1.695 2.643 0.00 0.00 -0.01
H -3.604 0.186 4.560 0.00 0.00 0.00
H -2.710 -1.617 5.978 -0.01 0.01 0.00
H -0.443 -2.530 5.553 0.01 0.00 0.00
H 0.928 -1.646 3.724 0.00 -0.02 0.02
H 1.355 1.713 3.717 0.00 0.01 -0.01
H 3.146 2.615 5.114 -0.01 0.00 0.00
H 5.471 1.778 4.880 0.00 0.00 0.00
H 5.986 0.019 3.236 0.00 0.00 0.00
H 5.255 -1.528 1.484 0.00 0.00 0.00
H 3.441 -2.454 0.061 0.00 0.01 -0.01
H 1.230 -4.353 1.186 0.00 -0.02 0.02
H -0.262 -5.774 2.583 0.01 0.00 -0.01
H -2.342 -6.167 3.658 0.00 0.00 0.00
H -3.664 -5.804 2.548 0.00 0.01 -0.01
H -3.385 -4.770 3.942 0.00 0.00 -0.01
H -3.484 -3.045 1.890 0.00 0.00 0.01
H -2.030 -1.631 0.543 0.05 0.05 -0.02
```
Positions in Å, forces in eV/Å.

Results
Spin multiplicity: 1
Strongest force on any atom, eV/Å: 0.35
Orbital gap, eV: 6.1
LUMO energy, Eh: -0.00477
Calculated total energy, eV: -107324.9250

3.
The following is a quantum chemistry calculation of the molecule C3H7NOS in a non-equilibrium geometry, from OMol25.

Geometry as XYZ:
```
13
Properties=species:S:1:pos:R:3:forces:R:3
C -2.073 -0.974 0.060 0.04 -0.84 1.17
O -2.164 0.423 0.002 -0.68 -0.32 -0.61
C -1.027 1.094 -0.062 0.74 0.88 1.16
N 0.175 0.744 -0.003 -0.22 1.24 -0.39
S 1.080 -0.603 -0.074 0.13 -1.24 -0.25
C 2.668 0.193 0.089 0.48 0.13 -0.88
H -1.575 -1.295 1.008 -0.25 0.15 -0.84
H -1.636 -1.438 -0.807 0.66 0.09 -0.37
H -3.084 -1.316 0.063 -0.74 -0.29 0.27
H -1.255 2.146 0.064 0.06 0.22 -0.36
H 2.887 0.901 -0.731 -0.27 -0.48 0.16
H 2.615 0.771 0.987 0.39 0.14 0.70
H 3.446 -0.588 0.096 -0.32 0.33 0.25
```
Positions in Å, forces in eV/Å.

Results
SMILES string: CO/C=N\SC
Spin multiplicity: 1
Strongest force on any atom, eV/Å: 1.63
Orbital gap, eV: 9.0
LUMO energy, Eh: 0.03488
Calculated total energy, eV: -17595.8387

4.
The following is a quantum chemistry calculation of a structure of composition C12H8CrN3O3 in a non-equilibrium geometry, from OMol25.

Geometry as XYZ:
```
27
Properties=species:S:1:pos:R:3:forces:R:3
Cr 0.630 0.255 0.261 3.31 1.31 1.32
O -1.800 -1.482 -2.369 -0.16 -0.04 -0.01
C -0.908 -0.976 -1.686 -0.18 0.14 0.37
N -0.998 -0.403 -0.413 -1.69 -0.62 -0.56
C -2.090 -0.235 0.446 0.21 -0.26 -0.66
O -3.266 -0.565 0.272 0.01 -0.01 -0.03
C -1.686 0.439 1.711 -0.31 -0.08 -0.02
C -2.642 0.698 2.706 -0.04 -0.05 -0.08
C -2.248 1.320 3.864 0.15 0.06 0.07
C -0.905 1.684 4.035 -0.13 0.00 0.06
C -0.020 1.396 3.013 0.41 0.17 0.19
N -0.391 0.798 1.896 -1.21 -0.27 -0.03
C 0.487 -0.923 -2.208 -0.48 -0.16 -0.12
C 0.785 -1.449 -3.474 -0.02 -0.04 -0.08
C 2.077 -1.390 -3.935 0.02 0.02 0.02
C 3.071 -0.808 -3.138 0.05 -0.02 -0.06
C 2.705 -0.311 -1.902 0.44 0.16 0.14
N 1.465 -0.365 -1.452 -0.70 -0.46 -0.68
H -3.662 0.397 2.521 -0.01 -0.02 -0.03
H -2.974 1.528 4.642 0.01 0.01 0.01
H -0.555 2.174 4.931 -0.01 0.00 0.01
H 1.036 1.641 3.058 -0.02 -0.01 -0.02
H -0.021 -1.885 -4.046 -0.03 0.00 0.01
H 2.323 -1.791 -4.911 0.01 0.00 -0.01
H 4.099 -0.742 -3.464 0.00 -0.01 -0.01
H 3.407 0.155 -1.218 -0.03 -0.01 0.00
O 2.082 0.841 0.862 0.40 0.17 0.19
```
Positions in Å, forces in eV/Å.

Results
Spin multiplicity: 5
Strongest force on any atom, eV/Å: 3.79
Charge: -1
Orbital gap (spin up / spin down), eV: 3.7 / 8.6
LUMO energy (spin up / spin down), Eh: 0.08876 / 0.11391
Calculated total energy, eV: -51609.2607
Expectation value of S²: 6.11

5.
The following is a quantum chemistry calculation of the molecule C4H7NS in a non-equilibrium geometry, from OMol25.

Geometry as XYZ:
```
13
Properties=species:S:1:pos:R:3:forces:R:3
C 0.348 -1.281 0.185 -0.76 0.08 -1.66
N -0.984 -0.605 -0.429 0.98 -0.10 2.13
C -0.945 0.907 -0.287 -0.72 -0.65 2.04
C 0.550 1.031 -0.160 0.28 0.43 2.03
S 2.115 1.271 0.845 -0.66 0.24 -0.24
C 0.890 -0.011 0.864 -0.94 -1.30 -0.94
H 0.949 -1.642 -0.684 -0.25 0.18 0.74
H 0.060 -2.164 0.840 0.38 1.38 -0.64
H -1.197 -0.953 -1.331 0.01 -0.08 -0.88
H -1.486 1.205 0.651 0.40 -0.24 -0.80
H -1.435 1.397 -1.112 0.11 0.07 -0.48
H 0.881 0.811 -1.108 1.30 -0.76 -1.97
H 0.255 0.033 1.725 -0.12 0.75 0.67
```
Positions in Å, forces in eV/Å.

Results
SMILES string: C1NC[C@H]2S[C@H]12
Spin multiplicity: 1
Strongest force on any atom, eV/Å: 2.48
Orbital gap, eV: 9.7
LUMO energy, Eh: 0.02931
Calculated total energy, eV: -16583.2294

6.
The following is a quantum chemistry calculation of a structure of composition C22H25NSSc in a non-equilibrium geometry, from OMol25.

Geometry as XYZ:
```
50
Properties=species:S:1:pos:R:3:forces:R:3
Sc -0.206 -0.342 0.264 -0.08 -0.86 0.61
C 0.448 1.897 2.511 0.05 -0.35 0.21
C 0.959 0.615 3.118 -0.07 0.94 0.38
C 1.569 0.645 4.401 0.03 -0.46 -0.24
C 2.043 -0.526 4.916 -0.19 0.46 -0.15
C 1.919 -1.721 4.170 0.31 -0.03 0.68
C 2.410 -2.937 4.685 0.00 -0.19 -0.10
C 2.286 -4.068 3.918 0.18 0.21 0.49
C 1.691 -4.003 2.666 -0.19 -0.13 -0.46
C 1.184 -2.830 2.116 0.22 -0.62 0.16
S 0.445 -2.848 0.561 0.01 -0.08 -0.35
C 1.304 -1.661 2.912 -0.04 -0.02 -0.17
N 0.827 -0.482 2.423 -0.29 0.13 -0.40
H 0.742 2.756 3.105 0.00 0.11 0.09
H -0.644 1.893 2.448 -0.05 0.00 -0.03
H 0.847 2.005 1.502 0.06 -0.04 -0.02
H 1.645 1.590 4.917 0.04 0.01 0.10
H 2.517 -0.558 5.889 0.03 -0.02 0.03
H 2.873 -2.944 5.663 0.02 -0.04 0.02
H 2.650 -5.025 4.268 0.04 0.00 0.09
H 1.623 -4.917 2.090 -0.08 0.07 -0.13
C 0.001 2.053 -3.045 -0.25 -0.08 0.13
C 1.007 1.274 -2.182 0.16 -0.05 -0.19
C 2.379 1.966 -2.276 -0.06 0.06 0.05
C 1.151 -0.133 -2.780 0.03 0.01 0.04
C 0.549 1.162 -0.740 0.45 0.93 -0.41
H 0.341 2.139 -4.082 0.04 0.01 -0.11
H -0.143 3.062 -2.649 0.01 0.01 0.03
H -0.977 1.550 -3.041 0.25 0.14 0.02
H 2.749 2.033 -3.306 -0.03 -0.04 -0.07
H 3.109 1.419 -1.677 0.02 -0.02 0.01
H 2.318 2.983 -1.877 -0.02 -0.02 0.01
H 1.443 -0.102 -3.835 0.03 0.02 -0.03
H 0.200 -0.672 -2.726 -0.05 -0.02 0.04
H 1.907 -0.697 -2.227 -0.03 -0.04 -0.02
H 0.608 2.166 -0.268 -0.10 -0.11 -0.21
C -2.181 -1.095 -0.622 -0.36 -0.14 0.43
C -2.817 -0.282 -1.645 -0.30 0.20 -0.09
C -2.752 -0.584 -3.014 0.05 -0.03 0.13
C -3.331 0.238 -3.964 0.01 -0.08 -0.14
C -4.016 1.381 -3.593 -0.16 0.19 -0.22
C -4.119 1.691 -2.241 0.03 0.09 0.07
C -3.530 0.885 -1.292 0.15 -0.24 -0.17
H -2.045 -2.146 -0.891 0.05 0.11 -0.16
H -2.814 -1.095 0.284 0.12 -0.02 0.01
H -2.226 -1.477 -3.335 0.02 -0.02 0.05
H -3.239 -0.028 -5.012 -0.03 0.05 0.00
H -4.463 2.024 -4.342 0.01 -0.01 0.02
H -4.647 2.583 -1.920 -0.02 0.01 -0.06
H -3.592 1.160 -0.245 -0.01 -0.01 0.06
```
Positions in Å, forces in eV/Å.

Results
Spin multiplicity: 1
Strongest force on any atom, eV/Å: 1.11
Charge: -1
Orbital gap, eV: 4.9
LUMO energy, Eh: 0.08829
Calculated total energy, eV: -56246.2305

7.
The following is a quantum chemistry calculation of a cluster of 3 separate species, C2H12N2O2 in total in a non-equilibrium geometry, from OMol25.

Geometry as XYZ:
```
18
Properties=species:S:1:pos:R:3:forces:R:3
C 0.033 1.411 1.149 1.78 0.27 0.88
N -0.259 0.860 -0.157 -1.25 0.83 0.14
C 0.416 -0.363 -0.618 -0.40 0.54 0.55
N 0.293 -1.458 0.317 -0.28 0.22 0.56
H -0.643 2.147 1.586 -0.81 -0.34 -0.57
H 0.968 1.997 1.139 0.24 -0.27 0.00
H 0.187 0.651 1.919 -0.23 -0.08 -0.16
H -0.077 1.625 -0.794 -0.12 -0.28 -0.45
H -0.129 -0.652 -1.507 0.30 -0.06 -0.43
H 1.464 -0.153 -0.833 0.17 -0.37 -0.07
H -0.689 -1.565 0.567 -0.02 -0.23 -0.41
H 0.689 -1.186 1.202 0.48 0.06 0.25
O 2.181 -2.961 -1.106 0.53 -0.32 -0.14
H 1.787 -2.639 -0.289 -0.57 0.15 0.03
H 2.707 -3.719 -0.834 0.07 -0.02 -0.16
O -3.258 2.112 -0.333 -0.03 0.08 0.14
H -3.221 2.269 -1.279 0.01 -0.03 -0.04
H -2.449 1.624 -0.130 0.13 -0.17 -0.13
```
Positions in Å, forces in eV/Å.

Results
SMILES string: CNCN.O.O
Spin multiplicity: 1
Strongest force on any atom, eV/Å: 2.01
Orbital gap, eV: 10.1
LUMO energy, Eh: 0.02700
Calculated total energy, eV: -9343.3548

8.
The following is a quantum chemistry calculation of a cluster of 2 separate species, C3H9NO in total in a non-equilibrium geometry, from OMol25.

Geometry as XYZ:
```
14
Properties=species:S:1:pos:R:3:forces:R:3
C -3.126 0.050 -1.088 0.25 -0.22 0.62
C -1.937 0.222 -1.726 0.78 1.44 -1.06
H -3.445 -0.880 -0.609 -0.20 -0.23 -0.66
H -3.741 0.923 -0.861 0.14 0.14 0.21
H -1.524 -0.105 -2.689 -0.44 -1.33 0.40
H -1.272 1.069 -1.486 -0.56 0.22 0.48
N 1.636 -0.754 0.332 -0.98 -0.52 0.75
C 2.059 0.332 1.200 0.47 1.78 -0.25
O 2.667 -0.171 2.372 -0.73 0.03 -0.75
H 0.767 -1.078 0.759 0.24 -0.51 0.15
H 1.300 -0.525 -0.590 0.73 0.62 -0.44
H 2.760 1.035 0.723 0.06 -0.62 -0.33
H 1.225 0.992 1.461 -0.23 -0.17 0.44
H 2.630 -1.111 2.203 0.45 -0.63 0.42
```
Positions in Å, forces in eV/Å.

Results
Spin multiplicity: 2
Strongest force on any atom, eV/Å: 1.95
Charge: +1
Orbital gap (spin up / spin down), eV: 4.9 / 3.3
LUMO energy (spin up / spin down), Eh: -0.28259 / -0.34304
Calculated total energy, eV: -6782.0648
Expectation value of S²: 0.76